This record from the Open Molecules 2025 dataset describes 3 unconnected molecules or ions with the total composition C4H14NO3. The level of theory is wB97M-V/def2-TZVPD.

Values from the calculation:
- Energy above the lowest of the compared OMol25 structures with the same formula, charge and spin: 1.110 eV
- HOMO energy: -3.878 eV
- Orbital gap: 7.68 eV
- Energy: -441.2780 a.u.

ORCA input file:
```
! wB97M-V def2-TZVPD RIJCOSX def2/J DEFGRID3
* xyz -1 1
C 1.97354 -0.39767 0.18410
C 0.63138 -0.05712 0.82659
C 0.65585 1.44724 1.17385
N -0.52314 -0.63024 0.00349
C -0.42970 -0.22824 -1.42138
O -0.29466 1.14385 -1.62712
H 2.21186 0.34469 -0.70989
H 2.59867 -0.24858 1.05478
H 2.07532 -1.41489 -0.23988
H 0.53272 -0.58795 1.79299
H 0.65735 2.08305 0.27938
H -0.25838 1.61072 1.73174
H 1.55311 1.76086 1.77498
H -1.42910 -0.17146 0.28586
H 0.34075 -0.80308 -1.99131
H -1.32236 -0.78178 -1.82511
H 0.54976 -3.61600 0.47476
H 0.05537 -2.26803 0.94462
O 0.59934 -3.03435 1.23752
H -2.37484 1.93358 0.40350
H -1.40739 1.65554 -0.92193
O -2.42207 1.91919 -0.56199
*
```